[1]
This record from the OMol25 dataset describes C41H33BrMoN2O3P2 as an isolated structure. The level of theory is the ωB97M-V functional and the def2-TZVPD basis.

The geometry in ORCA input format:
```
! wB97M-V def2-TZVPD RIJCOSX def2/J DEFGRID3
* xyz 2 3
C 0.52630 0.08423 3.44974
C -3.37637 1.30291 -2.56646
C -3.64526 2.18041 1.59317
C -1.57221 -4.43607 -2.31167
H -2.84476 -1.77116 3.87189
H 6.36380 2.12558 1.26258
P 0.19544 0.12013 0.58838
H -3.51589 1.90338 3.70905
C 2.44320 -4.20307 -2.93960
C 2.90808 -4.02991 -1.64553
C -1.45397 -0.89220 2.49636
H 2.24486 -1.14817 0.98169
H 0.43317 2.59731 2.30947
Br 0.78415 -4.42994 1.73349
C -3.89646 2.52790 -0.83364
H 5.11955 -1.40918 -1.95850
C 2.01557 -3.11122 -3.67527
C -1.17608 -5.63948 -1.75190
H -1.48174 -1.20153 5.84959
H -5.43596 5.49612 2.37698
H -0.29840 1.52770 -1.78186
H -0.30234 -2.35149 0.04556
H -1.40789 -6.56778 -2.25024
C 0.24649 4.22526 0.92850
C 0.07090 -0.26619 4.71101
H 0.67435 -0.03513 5.57382
H 2.43017 -5.18929 -3.37904
H 3.26492 -4.87667 -1.07826
H -5.06767 4.85748 0.05358
C 0.03560 4.60161 -0.38874
C 0.27228 2.88429 1.27996
H -4.15216 2.76319 -4.04366
C 7.02874 0.40906 0.16031
C -4.93046 4.56960 2.15283
C -1.27080 -3.24823 -1.65456
N -4.27416 3.19362 -1.95030
H -4.73094 4.09339 -1.97629
C 4.78716 1.25468 0.11763
O -2.01036 -1.07603 -1.20951
C 5.38468 -0.65320 -1.23448
H 0.40490 4.97932 1.68267
O -3.03658 1.04907 1.25974
H -0.35675 3.92701 -2.38827
C -4.50597 3.74736 3.19006
H 3.35727 -2.64643 -0.08632
H 8.03652 0.45831 0.54184
C -0.48124 -5.67442 -0.55096
C 2.95020 -2.76864 -1.08023
C -4.72040 4.20437 0.83790
C 6.08508 1.33720 0.58011
C -0.57972 -3.27839 -0.44865
H -2.04085 -1.20683 1.57141
O -1.67228 -1.56705 -3.33563
H 1.67834 -3.23968 -4.69135
C -3.85909 2.55697 2.91648
H 7.42519 -1.26275 -1.11894
C 2.04116 -1.84582 -3.11145
H 4.05892 1.99753 0.41658
C -1.91177 -1.23945 3.75363
C 6.68216 -0.56500 -0.76460
C 2.02646 -0.15169 0.59193
C -1.66836 -1.91556 -2.18371
H 0.05411 5.64615 -0.65829
H 1.48160 0.57734 3.35067
H -2.99581 0.45385 -3.11161
C -0.18337 3.63644 -1.36249
C 4.41547 0.21525 -0.73910
C -1.13953 -0.92209 4.86498
N -3.34217 1.35099 -1.19765
H 1.70988 -0.99296 -3.68541
H -2.11706 -4.40230 -3.23898
C -0.16064 2.29618 -1.02141
C 0.08933 1.91473 0.30148
C -4.08847 2.99527 0.52108
H 2.49314 0.61005 1.22124
C 2.51282 -1.66751 -1.81438
H -0.16392 -6.61441 -0.12481
C -0.18116 -4.48284 0.09250
P 2.65063 0.03777 -1.16177
H -4.68843 4.03391 4.21381
C -3.95301 2.44311 -3.03946
Mo -2.44696 0.00211 0.06238
C -0.24516 -0.20836 2.32892
*
```

Summary:
Largest force on an atom: 4.76 eV/Å
Gap between HOMO and LUMO (alpha / beta): 5.3 / 4.8 eV
Expectation value of S²: 2.017
HOMO (alpha / beta): -12.47 / -12.46 eV
LUMO energy (alpha / beta): -7.2 / -7.7 eV
Energy relative to the best compared isomer or geometry (same formula, charge and spin): 38.4 kJ/mol
DFT total energy: -142636.404 eV

Atom charges from the Mulliken analysis, given in e for atoms 1 to 2: C -0.509; C -0.460

=====

[2]
This record from the OMol25 dataset describes a single C5H7NO molecule. The level of theory is the ωB97M-V functional and the def2-TZVPD basis.

The geometry in ORCA input format:
```
! wB97M-V def2-TZVPD RIJCOSX def2/J DEFGRID3
* xyz 0 1
H 0.69759 1.78910 1.35218
N -1.14865 0.27268 -0.42084
C 0.37335 -0.43298 1.41327
O 0.45026 -1.38131 0.29582
C -1.18984 -0.66980 -1.54100
H 2.00480 0.77094 0.68758
H -0.65913 -0.23921 1.74279
C 0.02744 -0.60282 -0.74836
H -1.79006 -1.55608 -1.33227
C 0.23281 0.81651 -0.56677
C 0.91907 0.87031 0.80334
H -1.28679 -0.26507 -2.54796
H 0.44513 1.55161 -1.34254
H 0.92403 -0.92388 2.20476
*
```

Summary:
Largest force on an atom: 0.70 eV/Å
Gap between HOMO and LUMO: 10.6 eV
HOMO: -9.46 eV
LUMO energy: 1.2 eV
Energy relative to the best compared isomer or geometry (same formula, charge and spin): 326.3 kJ/mol
DFT total energy: -8832.821 eV

Atom charges from the Mulliken analysis, given in e for atoms 1 to 2: H 0.341; N -0.517

=====

[3]
This record from the OMol25 dataset describes a single C3H6BF3O3 molecule. The level of theory is the ωB97M-V functional and the def2-TZVPD basis.

The geometry in ORCA input format:
```
! wB97M-V def2-TZVPD RIJCOSX def2/J DEFGRID3
* xyz 0 1
H 0.51490 1.18631 -0.68827
C -2.35313 0.45967 -0.49840
H -2.59109 1.44596 -0.11016
O -1.01375 -0.02760 -0.25406
H -2.33471 0.48970 -1.59546
B 1.84157 -0.17839 -0.40063
O 3.23262 -0.23837 -0.23543
C 0.95130 -0.77777 0.90221
H 1.44407 -1.00068 -1.31685
H 3.50856 0.66391 -0.36553
C -0.50874 -0.33777 0.94001
F -0.53885 0.83279 1.67810
F -1.40962 -1.21026 1.58647
H -3.14977 -0.34600 -0.12212
O 1.45179 1.05282 -0.87012
F 0.95484 -2.01432 1.35024
*
```

Summary:
Largest force on an atom: 3.78 eV/Å
Gap between HOMO and LUMO (alpha / beta): 7.9 / 7.2 eV
HOMO (alpha / beta): -9.88 / -9.71 eV
LUMO energy (alpha / beta): -1.9 / -2.5 eV
Energy relative to the best compared isomer or geometry (same formula, charge and spin): 256.0 kJ/mol
DFT total energy: -18177.564 eV

Atom charges from the Mulliken analysis, given in e for atoms 1 to 2: H 0.361; C -0.712

=====

> Among the records above, which one has the highest energy relative to the best compared isomer or geometry (same formula, charge and spin)?

C5H7NO

=====

> Which of these has the highest largest force on an atom?

C41H33BrMoN2O3P2

=====

> largest force on an atom of number 3 (C3H6BF3O3)?

3.78 eV/Å